(1)
{
  "formula": "C11H18NO3",
  "method": "ωB97M-V with the def2-TZVPD basis set",
  "homo_lumo_gap_ev": 7.8532,
  "total_charge": -1,
  "de_lowest_kj_mol": 0.0,
  "smiles": "CN(C)C(=O)C1(C(=O)[O-])C(C)(C)C1(C)C",
  "molar_mass_g_mol": 212.27,
  "symbols": ["C", "C", "C", "C", "C", "C", "C", "C", "C", "C", "C", "N", "O", "O", "O", "H", "H", "H", "H", "H", "H", "H", "H", "H", "H", "H", "H", "H", "H", "H", "H", "H", "H"],
  "positions_angstrom": [[-1.05247, 1.20772, -0.02228], [0.01574, 0.13501, 2.16823], [-0.23195, -0.14074, 0.64094], [-0.67624, -1.56047, 0.16935], [0.57123, -0.96664, -0.30878], [-0.56737, -2.69647, 1.16142], [-1.82903, -1.85300, -0.81750], [0.73277, -0.52441, -1.83445], [1.97463, -1.39000, 0.08777], [-0.71224, 3.56069, -0.68511], [1.03641, 2.33866, 0.39311], [-0.31614, 2.34099, -0.05396], [0.93893, -0.55425, 2.63554], [-2.22282, 1.15947, -0.41486], [-0.51741, 1.15152, 2.67819], [-1.62061, -2.76070, 1.71001], [0.13429, -2.54941, 1.86707], [-0.52626, -3.60025, 0.70815], [-2.47715, -0.99127, -1.11365], [-2.42699, -2.61768, -0.35844], [-1.39343, -2.09835, -1.82866], [-0.15815, 0.01431, -2.03896], [0.91391, -1.44672, -2.35218], [1.58930, 0.05893, -2.11834], [2.21258, -0.94396, 1.13169], [2.81971, -1.15101, -0.67322], [1.96043, -2.56153, 0.24131], [-0.40946, 4.32394, -0.04328], [-0.17687, 3.58724, -1.70128], [-1.73630, 3.49450, -0.97290], [1.66846, 2.14599, -0.44857], [1.22996, 3.24870, 1.07172], [1.25253, 1.63917, 1.12191]]
}

***

(2)
{
  "formula": "C11H18O",
  "method": "ωB97M-V with the def2-TZVPD basis set",
  "homo_lumo_gap_ev": [2.6539, 6.7624],
  "total_charge": -1,
  "s2": 0.7624,
  "de_lowest_kj_mol": 171.6,
  "spin_multiplicity": 2,
  "molar_mass_g_mol": 166.26,
  "symbols": ["C", "C", "C", "C", "H", "H", "H", "H", "H", "H", "H", "H", "H", "H", "C", "C", "C", "C", "C", "C", "C", "O", "H", "H", "H", "H", "H", "H", "H", "H"],
  "positions_angstrom": [[1.98219, -1.01864, 0.60881], [3.16486, -2.16089, 0.86310], [0.62579, -1.35196, 0.92645], [2.51572, 0.21440, 1.18040], [2.02684, -0.83074, -0.55139], [3.74433, -2.40633, -0.04702], [0.33926, -1.62689, 1.94159], [0.05479, -0.48207, 0.82238], [0.29420, -2.26358, 0.44098], [2.92976, 0.22826, 2.20511], [3.24502, 0.79527, 0.64056], [2.84828, -3.04397, 1.39269], [3.98718, -1.64344, 1.41299], [1.73296, 1.01071, 1.35732], [-3.89975, 1.36455, 0.39992], [-0.30266, 0.66379, -1.66536], [-1.08759, -0.44700, -1.33847], [-0.54992, 1.97271, -1.25506], [-2.30631, -0.16836, -0.67941], [-1.73036, 2.21256, -0.50561], [-2.54678, 1.09939, -0.17157], [0.59611, 0.55819, -2.71659], [-1.00954, -1.42306, -1.83005], [1.01966, -0.29997, -2.73218], [0.20523, 2.78895, -1.47746], [-3.11725, -0.92966, -0.62710], [-2.01468, 3.21169, -0.21055], [-3.88494, 2.30350, 0.91360], [-4.16225, 0.53294, 1.07392], [-4.70016, 1.13965, -0.37200]]
}

***

(3)
{
  "formula": "C11H18O",
  "method": "ωB97M-V with the def2-TZVPD basis set",
  "homo_lumo_gap_ev": 9.2473,
  "de_lowest_kj_mol": 132.0,
  "smiles": "CCc1ccc(O)cc1.CCC",
  "molar_mass_g_mol": 166.26,
  "symbols": ["C", "C", "C", "H", "H", "H", "H", "H", "H", "H", "H", "C", "C", "C", "C", "C", "C", "C", "C", "O", "H", "H", "H", "H", "H", "H", "H", "H", "H", "H"],
  "positions_angstrom": [[-1.24403, -1.23497, 2.36766], [-1.12532, 0.29864, 2.52066], [-2.68459, -1.71689, 2.43340], [-0.67628, -1.66372, 3.19048], [-0.75744, -1.39940, 1.40094], [-2.07654, 0.80967, 2.31114], [-1.01657, 0.49536, 3.58944], [-3.12801, -1.50082, 3.41283], [-2.58345, -2.81416, 2.49596], [-0.37294, 0.79232, 1.91010], [-3.48256, -1.50428, 1.72723], [-1.14485, 0.98924, -2.41073], [-2.43771, 0.44846, -1.74733], [0.07498, 0.43512, -1.71996], [1.21291, 1.27515, -1.83755], [0.21438, -0.71511, -0.98132], [2.24320, 1.19401, -0.90768], [1.26938, -0.90216, -0.06486], [2.21340, 0.10782, -0.04885], [3.09241, 0.07568, 1.03880], [-1.18973, 0.71925, -3.46380], [-1.13416, 2.06288, -2.25559], [-2.69564, -0.57684, -2.06037], [1.24499, 2.00907, -2.63288], [-0.63536, -1.37926, -0.85812], [2.92964, 2.02688, -0.82786], [1.36949, -1.82490, 0.47956], [3.67292, 0.86240, 0.96258], [-3.40247, 0.93048, -1.89762], [-2.20607, 0.28028, -0.69165]]
}

***

(4)
{
  "formula": "C11H18O3S",
  "method": "ωB97M-V with the def2-TZVPD basis set",
  "homo_lumo_gap_ev": 9.7696,
  "de_lowest_kj_mol": 0.0,
  "smiles": "C#CCCC[C@H](S)OC=O.C1CCOC1",
  "molar_mass_g_mol": 230.33,
  "symbols": ["C", "C", "C", "C", "C", "C", "S", "O", "C", "O", "H", "H", "H", "H", "H", "H", "H", "H", "H", "H", "C", "C", "C", "O", "C", "H", "H", "H", "H", "H", "H", "H", "H"],
  "positions_angstrom": [[3.20072, 0.46385, -0.23403], [2.13391, -0.06862, -0.09062], [0.89817, -0.80720, 0.15386], [0.49832, -1.80304, -0.96249], [1.64361, -2.38118, -1.80086], [1.92732, -1.68661, -3.15320], [3.68829, -1.20658, -3.38467], [1.09116, -0.53572, -3.27442], [1.33030, 0.33877, -4.27254], [1.66211, 0.04166, -5.37758], [4.03771, 1.01534, -0.57680], [1.01765, -1.35868, 1.08987], [0.06989, -0.11774, 0.32877], [-0.26479, -1.34956, -1.58972], [0.01592, -2.64473, -0.46145], [2.56747, -2.42211, -1.22282], [1.38293, -3.41533, -2.03656], [1.70237, -2.37858, -3.96408], [4.17839, -2.32804, -2.85044], [1.13805, 1.36868, -3.94931], [-2.24673, 2.55975, 3.30254], [-3.61998, 1.99001, 2.95125], [-3.24715, 0.85472, 2.00653], [-1.97015, 0.37977, 2.43604], [-1.40046, 1.29540, 3.37390], [-2.23110, 3.12800, 4.23119], [-1.89216, 3.20866, 2.49907], [-4.10353, 1.59469, 3.84689], [-4.29191, 2.71393, 2.49290], [-3.16375, 1.21142, 0.97398], [-3.95718, 0.02735, 2.02897], [-1.44058, 0.84810, 4.37277], [-0.35482, 1.46364, 3.11307]]
}

***

(5)
{
  "formula": "C11H18OSi",
  "method": "ωB97M-V with the def2-TZVPD basis set",
  "homo_lumo_gap_ev": [5.2799, 6.5734],
  "s2": 2.0472,
  "de_lowest_kj_mol": 0.0,
  "spin_multiplicity": 3,
  "molar_mass_g_mol": 194.35,
  "symbols": ["C", "C", "C", "C", "C", "C", "C", "C", "C", "C", "C", "O", "Si", "H", "H", "H", "H", "H", "H", "H", "H", "H", "H", "H", "H", "H", "H", "H", "H", "H", "H"],
  "positions_angstrom": [[-2.25988, 1.36415, 2.65560], [-2.39834, 2.04157, 1.47124], [-0.97127, 0.85302, 2.99269], [-1.30060, 2.06560, 0.55659], [0.12555, 1.09578, 2.17516], [-0.03272, 1.63531, 0.88603], [0.08464, -2.04099, 0.54863], [2.33138, -1.73029, 0.28398], [-1.52602, 0.46843, -3.06444], [0.95304, 1.58600, -0.15177], [1.07290, -1.80647, -0.66707], [-0.81822, -0.30436, -2.09817], [0.70961, -0.09993, -1.55244], [-3.09012, 1.28708, 3.18946], [-3.45795, 2.50590, 1.22527], [-0.82162, 0.39549, 4.02448], [-1.65336, 2.50500, -0.34348], [1.08473, 0.77187, 2.43684], [0.02040, -1.23950, 1.28841], [-0.83527, -2.13806, 0.15314], [0.30733, -3.03293, 0.90314], [3.27146, -1.46789, -0.14545], [2.56282, -2.70665, 0.52007], [2.25990, -1.16235, 1.19392], [-2.51753, 0.25186, -2.81094], [-1.40624, 0.26414, -4.14847], [-1.26980, 1.53245, -2.79403], [0.94990, 2.65724, -0.69158], [1.94995, 1.58255, 0.21650], [1.21278, -2.60907, -1.27285], [1.57386, 0.48532, -2.60862]]
}

***

(6)
{
  "formula": "C11H19Cl4N2P",
  "method": "ωB97M-V with the def2-TZVPD basis set",
  "homo_lumo_gap_ev": 8.7017,
  "smiles": "CCP(C)[C@@H](C#N)CC#N.ClCCCl.ClCCCl",
  "molar_mass_g_mol": 352.07,
  "symbols": ["C", "C", "P", "C", "C", "C", "N", "C", "C", "N", "H", "H", "H", "H", "H", "H", "H", "H", "H", "H", "H", "Cl", "C", "C", "Cl", "H", "H", "H", "H", "Cl", "C", "C", "Cl", "H", "H", "H", "H"],
  "positions_angstrom": [[-2.14372, -1.22179, -0.85336], [-0.63399, -1.62819, -0.33074], [-0.75565, -2.82837, 1.12698], [0.36511, -2.10542, 2.49549], [0.00351, -4.52430, 0.74292], [-0.17336, -5.47984, 2.02394], [-0.28034, -6.20254, 2.97392], [-0.61099, -5.27082, -0.53777], [-2.18439, -5.08022, -0.70298], [-3.33741, -4.97059, -0.99811], [-2.13994, -1.27927, -1.99223], [-2.91961, -1.91575, -0.35742], [-2.42689, -0.14998, -0.51399], [0.03737, -1.97674, -1.18680], [-0.18476, -0.63360, 0.07737], [0.08732, -1.03703, 2.79093], [0.36285, -2.77141, 3.43500], [1.44005, -2.13079, 2.05705], [1.13088, -4.35737, 0.56633], [-0.03892, -5.02859, -1.50471], [-0.44350, -6.40421, -0.36762], [-1.07200, 1.41572, 0.47175], [-0.49934, 2.80033, -0.49425], [-1.13594, 2.83933, -1.86891], [-0.57556, 1.50326, -2.90610], [0.58715, 2.74357, -0.55599], [-0.76113, 3.70317, 0.06118], [-0.86631, 3.76771, -2.37592], [-2.22470, 2.78855, -1.80945], [1.41904, 5.63656, 1.75917], [2.89482, 5.47842, 0.77442], [2.68835, 5.96368, -0.64649], [1.60097, 4.89530, -1.56855], [3.20941, 4.43356, 0.80043], [3.66627, 6.07825, 1.26164], [3.64283, 5.97695, -1.17642], [2.27252, 6.97245, -0.67072]]
}

***

(7)
{
  "formula": "C11H19FNO3P",
  "method": "ωB97M-V with the def2-TZVPD basis set",
  "homo_lumo_gap_ev": 7.8924,
  "smiles": "[H]/N=C(/C)C[C@](F)(OC(=O)CC=O)P(CC)CC",
  "molar_mass_g_mol": 263.25,
  "symbols": ["C", "C", "P", "C", "C", "C", "F", "C", "C", "C", "N", "O", "C", "O", "C", "C", "O", "H", "H", "H", "H", "H", "H", "H", "H", "H", "H", "H", "H", "H", "H", "H", "H", "H", "H", "H"],
  "positions_angstrom": [[1.37897, 0.85165, 1.67429], [1.90998, 1.19645, 0.16545], [0.66633, 0.93648, -1.24270], [-0.33845, 2.50524, -1.67169], [-1.16327, 3.15886, -0.40453], [-0.42084, -0.61477, -1.05336], [-1.44845, -0.51046, -2.16108], [-1.36229, -0.61565, 0.33276], [-2.80389, -1.38819, 0.13024], [-4.11218, -0.67562, 0.88068], [-3.01087, -2.54944, -0.57130], [0.27151, -1.89187, -1.30021], [1.28166, -2.21411, -0.30593], [1.10597, -2.70503, 0.92277], [2.87474, -2.01632, -0.77699], [3.87767, -1.93537, 0.54963], [5.13705, -1.43529, 0.41299], [0.34802, 1.37954, 1.84304], [1.24741, -0.28929, 1.89582], [2.17200, 1.25834, 2.46513], [2.96172, 0.65144, 0.01842], [2.18359, 2.35799, 0.17001], [-1.08092, 2.36638, -2.59483], [0.43130, 3.34156, -2.02373], [-0.74353, 2.84267, 0.64183], [-2.28656, 2.83234, -0.49198], [-1.12656, 4.33549, -0.44394], [-0.76908, -0.93448, 1.28927], [-1.63766, 0.53393, 0.49278], [-3.75578, 0.19844, 1.61051], [-4.91478, -0.28232, 0.10669], [-4.55018, -1.51305, 1.60203], [-2.10252, -2.85156, -0.94309], [3.03133, -1.08620, -1.46960], [3.17142, -2.97956, -1.38305], [3.57717, -2.25822, 1.63364]]
}